Entry 1:
# C4H5N3O

A single C4H5N3O molecule (wB97M-V/def2-TZVPD, the OMol25 dataset).

ORCA input file:
```
! RIJCOSX wB97M-V def2-TZVPD def2/J DEFGRID3
* xyz 0 1
H -0.57 2.22 -1.53
N 0.10 2.73 -0.91
C 0.66 2.08 -0.01
N 0.40 0.61 0.03
C 0.89 -0.33 0.80
C 0.13 -1.50 0.68
C -0.69 -1.13 -0.42
O -1.63 -1.91 -1.04
N -0.53 0.12 -0.77
H 1.37 2.36 0.89
H 1.54 -0.01 1.59
H 0.13 -2.58 1.16
H -1.78 -2.67 -0.47
*
```

- strongest force on any atom (eV Å⁻¹) = 3.6
- SMILES = [H]/N=C\n1ccc(O)n1
- orbital gap (eV) = 9.9201
- electronic energy (eV) = -10744.953
- energy relative to the best compared isomer or geometry (same formula, charge and spin) (kcal/mol) = 61.4



Entry 2:
# C4H7ClOS

2 unconnected molecules or ions with the total composition C4H7ClOS (wB97M-V/def2-TZVPD, the OMol25 dataset).

ORCA input file:
```
! RIJCOSX wB97M-V def2-TZVPD def2/J DEFGRID3
* xyz 0 1
C -0.26 -0.56 -1.78
C 0.72 -0.86 1.06
C -1.25 0.68 0.39
C 0.18 0.20 0.13
O 0.22 -0.06 -2.76
S 1.14 1.69 -0.14
Cl 2.92 0.87 -0.06
H -1.25 -1.17 -1.97
H 1.70 -1.13 0.73
H 0.01 -1.71 0.98
H 0.81 -0.48 2.11
H -1.41 1.34 1.31
H -1.63 1.36 -0.31
H -1.90 -0.18 0.31
*
```

- strongest force on any atom (eV Å⁻¹) = 3.1
- orbital gap (eV) = 8.7993
- electronic energy (eV) = -29664.058
- energy relative to the best compared isomer or geometry (same formula, charge and spin) (kcal/mol) = 57.7



Entry 3:
# C5H6O2

A single C5H6O2 molecule (wB97M-V/def2-TZVPD, the OMol25 dataset).

ORCA input file:
```
! RIJCOSX wB97M-V def2-TZVPD def2/J DEFGRID3
* xyz 0 1
O 1.21 1.99 0.75
C 0.66 0.98 0.38
C 1.51 -0.17 -0.16
O 0.68 -1.19 -0.73
C -0.16 -0.69 -1.61
C -1.51 -0.20 0.88
C -0.84 0.84 0.41
H 2.09 -0.64 0.65
H 2.19 0.23 -0.91
H -0.85 -1.55 -1.79
H -1.02 -1.11 1.22
H -2.60 -0.18 0.95
H -1.36 1.74 0.08
*
```

- strongest force on any atom (eV Å⁻¹) = 0.5
- orbital gap (eV) = 9.1101
- electronic energy (eV) = -9372.882
- energy relative to the best compared isomer or geometry (same formula, charge and spin) (kcal/mol) = 97.2



Entry 4:
# C79H56F40O23

14 unconnected molecules or ions with the total composition C79H56F40O23 (wB97M-V/def2-TZVPD, the OMol25 dataset).

ORCA input file:
```
! RIJCOSX wB97M-V def2-TZVPD def2/J DEFGRID3
* xyz 0 1
C -4.95 -32.44 -8.10
C -3.95 -31.56 -7.34
C -4.55 -30.91 -6.06
F -5.70 -30.22 -6.37
F -4.84 -31.85 -5.22
F -2.99 -32.46 -6.99
F -3.31 -30.59 -8.09
O -4.37 -32.88 -9.28
C -4.94 -32.45 -10.43
C -4.19 -32.99 -11.70
F -3.88 -34.29 -11.53
F -4.99 -32.89 -12.81
F -6.23 -32.74 -10.42
F -4.92 -31.09 -10.58
H -5.86 -31.86 -8.28
H -5.11 -33.27 -7.38
H -3.90 -30.22 -5.60
H -3.23 -32.44 -11.94
C -8.12 -28.15 0.02
C -8.92 -29.34 0.54
C -9.81 -28.94 1.77
F -9.03 -28.50 2.85
F -10.61 -27.87 1.34
F -9.69 -29.77 -0.42
F -8.15 -30.40 0.95
O -7.03 -28.72 -0.71
C -6.59 -28.00 -1.81
C -5.36 -28.73 -2.36
F -4.83 -27.78 -3.11
F -4.55 -29.06 -1.38
F -7.51 -27.85 -2.77
F -6.34 -26.70 -1.45
H -7.69 -27.55 0.88
H -8.78 -27.71 -0.69
H -10.51 -29.77 2.06
H -5.55 -29.57 -3.02
C 0.81 -35.49 -10.77
C -0.68 -35.00 -10.75
C -1.29 -34.63 -9.37
F -1.12 -35.64 -8.46
F -0.63 -33.63 -8.78
F -0.73 -33.87 -11.49
F -1.49 -35.91 -11.33
O 1.63 -34.57 -10.04
C 2.56 -33.82 -10.75
C 3.44 -33.03 -9.70
F 4.40 -33.86 -9.21
F 4.01 -31.84 -10.17
F 3.33 -34.70 -11.46
F 2.03 -32.97 -11.66
H 1.18 -35.39 -11.81
H 0.86 -36.47 -10.42
H -2.31 -34.30 -9.48
H 2.80 -32.63 -8.84
C 1.43 -29.91 -12.30
C 1.32 -28.77 -11.25
C 1.72 -27.32 -11.66
F 2.89 -27.42 -12.45
F 0.84 -26.67 -12.45
F 0.11 -28.86 -10.76
F 2.18 -29.10 -10.18
O 0.36 -29.77 -13.22
C -0.24 -30.92 -13.51
C -1.28 -30.73 -14.62
F -1.86 -31.89 -14.88
F -2.25 -29.91 -14.01
F 0.62 -31.87 -13.94
F -0.89 -31.49 -12.45
H 1.29 -30.85 -11.78
H 2.41 -29.87 -12.85
H 1.81 -26.70 -10.72
H -1.00 -30.19 -15.53
C -4.53 -38.21 -6.29
C -3.77 -37.16 -5.51
C -3.49 -35.77 -6.10
F -4.73 -35.33 -6.44
F -2.97 -35.00 -5.13
F -4.53 -37.05 -4.37
F -2.57 -37.78 -5.20
O -4.58 -39.35 -5.45
C -4.48 -40.58 -6.04
C -5.77 -41.09 -6.61
F -6.11 -40.31 -7.63
F -5.66 -42.33 -7.19
F -3.45 -40.59 -6.89
F -4.10 -41.46 -5.03
H -4.01 -38.38 -7.29
H -5.55 -37.79 -6.47
H -2.91 -35.71 -6.99
H -6.51 -41.05 -5.85
C -1.22 -22.09 -7.39
C -0.49 -21.10 -7.90
C 0.21 -21.42 -9.23
O 0.71 -20.57 -9.94
C 0.29 -22.88 -9.68
C -0.46 -23.80 -9.10
C -1.26 -23.49 -7.93
O -1.89 -24.38 -7.40
H -1.87 -21.98 -6.48
H -0.47 -20.12 -7.52
H 1.11 -23.07 -10.34
H -0.45 -24.86 -9.38
C 1.58 -32.01 -2.40
C 2.33 -31.32 -3.22
C 2.08 -29.88 -3.44
O 2.49 -29.31 -4.41
C 1.19 -29.18 -2.52
C 0.42 -29.85 -1.68
C 0.64 -31.32 -1.52
O 0.09 -31.96 -0.64
H 1.56 -33.00 -2.17
H 3.13 -31.85 -3.75
H 1.19 -28.09 -2.58
H -0.33 -29.31 -1.05
C -5.68 -34.57 -1.70
C -5.31 -33.34 -2.02
C -3.91 -32.87 -2.03
O -3.56 -31.77 -2.48
C -2.86 -33.84 -1.44
C -3.26 -35.02 -0.98
C -4.64 -35.56 -1.37
O -4.96 -36.74 -1.39
H -6.67 -34.83 -1.88
H -6.08 -32.62 -2.41
H -1.84 -33.44 -1.33
H -2.48 -35.72 -0.71
C -1.36 -24.48 -0.81
C -1.32 -23.43 -1.62
C -1.57 -23.57 -3.03
O -1.19 -22.70 -3.79
C -2.23 -24.71 -3.60
C -2.25 -25.78 -2.82
C -1.75 -25.76 -1.38
O -1.63 -26.78 -0.77
H -1.07 -24.46 0.27
H -0.93 -22.49 -1.36
H -2.57 -24.67 -4.70
H -2.60 -26.77 -3.12
C -3.54 -27.67 -10.41
C -4.86 -27.81 -10.37
C -5.64 -27.82 -9.08
O -6.83 -28.14 -9.08
C -4.87 -27.34 -7.88
C -3.62 -26.94 -7.92
C -2.81 -27.10 -9.24
O -1.66 -26.80 -9.28
H -2.95 -27.97 -11.31
H -5.32 -28.34 -11.22
H -5.44 -27.31 -6.98
H -3.05 -26.50 -7.06
C 2.25 -34.94 -5.83
C 2.22 -35.55 -7.01
C 1.31 -36.76 -7.27
O 1.44 -37.40 -8.27
C 0.48 -37.14 -6.13
C 0.50 -36.48 -4.99
C 1.48 -35.39 -4.67
O 1.65 -34.94 -3.58
H 2.92 -34.11 -5.61
H 2.81 -35.38 -7.91
H -0.19 -37.94 -6.35
H -0.01 -36.76 -4.08
C 0.56 -26.05 -5.52
C 0.70 -26.42 -6.81
C 2.01 -26.43 -7.42
O 2.21 -26.49 -8.61
C 3.21 -26.16 -6.55
C 3.08 -25.89 -5.24
C 1.77 -25.98 -4.55
O 1.55 -25.95 -3.36
H -0.47 -26.02 -5.15
H -0.17 -26.58 -7.44
H 4.10 -26.31 -7.14
H 3.93 -25.70 -4.54
C 6.59 -30.20 -6.23
C 5.94 -31.34 -6.32
C 4.61 -31.36 -6.94
O 3.89 -32.36 -6.90
C 4.15 -30.08 -7.59
C 4.89 -29.00 -7.61
C 6.15 -28.89 -6.80
O 6.77 -27.84 -6.72
H 7.53 -30.00 -5.79
H 6.27 -32.34 -5.92
H 3.21 -30.07 -8.07
H 4.58 -28.20 -8.23
C -1.07 -31.67 -4.72
C -1.61 -30.40 -4.73
C -1.30 -29.40 -5.77
O -1.66 -28.22 -5.65
C -0.45 -29.82 -6.94
C 0.02 -31.06 -6.98
C -0.32 -32.05 -5.93
O 0.02 -33.18 -6.22
H -0.98 -32.29 -3.85
H -2.01 -29.98 -3.80
H -0.45 -29.13 -7.81
H 0.47 -31.51 -7.89
*
```

- strongest force on any atom (eV Å⁻¹) = 3.6
- orbital gap (eV) = 8.0868
- electronic energy (eV) = -238610.747
- energy relative to the best compared isomer or geometry (same formula, charge and spin) (kcal/mol) = 3.0



Entry 5:
# C10H30F3N12O8Ti

A molecular structure, C10H30F3N12O8Ti (wB97M-V/def2-TZVPD, the OMol25 dataset).

ORCA input file:
```
! RIJCOSX wB97M-V def2-TZVPD def2/J DEFGRID3
* xyz 0 4
Ti 0.69 0.34 -0.15
C -1.48 -2.64 -0.03
O -2.79 -2.02 0.16
O -0.54 -1.58 -0.01
C -1.12 -4.02 0.64
F -1.82 -5.04 0.09
F 0.24 -4.25 0.63
F -1.47 -4.14 1.93
C -3.70 -2.57 1.15
C -5.00 -1.80 1.13
H -4.90 -0.80 1.54
H -5.31 -1.76 0.09
H -5.77 -2.33 1.68
H -3.25 -2.55 2.14
H -3.77 -3.65 1.00
H -1.51 -3.01 -1.06
C 1.40 1.62 -3.07
O 0.76 0.83 -2.35
N 2.18 1.26 -4.03
N 1.39 2.88 -3.02
H 2.68 2.05 -4.41
H 2.25 0.29 -4.29
H 1.67 3.44 -3.82
H 0.81 3.22 -2.27
C -0.23 3.82 -0.33
O 0.23 2.79 0.20
N -1.46 4.06 -0.57
N 0.41 4.91 -0.63
H -2.11 3.32 -0.33
H -1.84 4.96 -0.83
H -0.07 5.65 -1.14
H 1.40 5.05 -0.51
C 3.17 -2.40 0.37
O 4.33 -2.44 0.61
N 2.16 -2.08 1.15
N 2.65 -2.88 -0.73
H 1.23 -2.13 0.75
H 2.35 -1.67 2.05
H 1.67 -2.70 -0.91
H 3.16 -3.45 -1.39
C 4.16 1.04 -0.62
O 3.03 0.83 -0.20
N 4.42 1.98 -1.50
N 5.20 0.44 -0.11
H 3.61 2.50 -1.79
H 5.34 2.37 -1.67
H 6.07 0.58 -0.60
H 4.82 -0.34 0.40
C -3.19 1.25 -0.56
O -3.91 2.24 -0.67
N -3.00 0.40 -1.56
N -2.48 0.95 0.50
H -3.59 0.34 -2.37
H -2.46 -0.44 -1.44
H -1.91 0.11 0.45
H -2.82 1.37 1.35
C -0.03 -0.25 3.26
O 0.31 0.43 2.33
N -0.26 -1.50 3.10
N -0.22 0.16 4.49
H -0.66 -1.92 3.92
H -0.26 -1.89 2.17
H 0.01 1.13 4.67
H -0.89 -0.38 5.02
*
```

- strongest force on any atom (eV Å⁻¹) = 6.9
- ⟨S²⟩ = 3.75
- orbital gap (spin up / spin down) (eV) = 2.7124 / 9.0780
- electronic energy (eV) = -76387.201
- energy relative to the best compared isomer or geometry (same formula, charge and spin) (kcal/mol) = 91.8